Record 1
A structure of composition C27H18F3N6O2RuS2, computed with the ωB97M-V functional and the def2-TZVPD basis.

Computed properties:
Multiplicity: 2
E_tot (a.u.): -2709.68697
Energy relative to the best compared isomer or geometry (same formula, charge and spin) (kcal/mol): 32.2
Frontier orbital gap (spin up / spin down) (eV): 4.726 / 4.835
Net charge: -2
HOMO energy (spin up / spin down) (Eh): -0.0172 / -0.0204

Last column: Löwdin charge in e.
Geometry (Å):
N  -0.4495  -2.3101  -0.4442  -0.116
F  -1.0835  0.4226  -5.0330  0.131
H  0.7144  -5.1513  0.9317  0.110
C  -0.5143  -5.0669  -0.8404  -0.251
H  2.5724  3.5205  4.0620  0.088
H  -5.1188  0.4824  1.2691  0.059
Ru  -0.3761  -0.2560  -0.2198  0.709
H  -4.9222  -0.5977  2.6609  0.048
C  3.8168  0.9860  0.0270  -0.015
N  1.7597  -0.1862  -0.2224  0.014
H  -3.2749  0.1067  4.2053  0.063
C  2.0078  3.2009  3.1945  -0.102
C  0.6643  4.5462  -1.1356  -0.250
H  -5.1257  -1.2548  1.0282  0.055
C  -2.6602  -0.7211  3.8352  -0.177
F  0.2077  -1.3091  -4.8611  0.105
C  2.4607  0.8219  0.3209  -0.188
H  -1.7616  -0.7618  4.4503  0.032
C  -4.6625  -0.4517  1.6094  -0.168
C  -1.6669  4.7143  -1.8644  -0.262
H  4.3312  1.8541  0.4143  0.111
C  -1.1439  -2.8432  -1.4649  -0.128
N  -0.5494  -7.6288  -1.2175  0.119
C  0.0282  3.2984  1.8423  -0.019
H  -0.9607  3.6822  1.6368  0.123
N  -0.2322  1.8196  -0.0810  -0.080
C  0.4475  0.3946  -3.1649  -0.585
C  -0.5362  -6.4900  -1.0516  -0.200
H  5.5163  0.2237  -1.0305  0.098
C  0.1474  0.0307  -4.6533  -0.531
F  1.0164  0.5815  -5.5178  0.119
H  -1.6517  -2.1327  -2.0991  0.075
C  -3.1714  -0.4250  1.3850  -0.793
O  1.3391  1.2024  -2.9527  0.057
H  0.3296  4.4790  3.5957  0.095
S  -0.5434  -0.4694  2.1008  0.581
C  2.4014  -1.0483  -1.0208  -0.128
H  4.1930  -1.6976  -1.9799  0.099
C  0.5424  2.3234  0.9913  -0.264
C  0.1865  -4.5191  0.2312  -0.022
C  4.4693  0.0865  -0.7891  -0.073
C  -0.6301  3.9442  -1.2728  -0.279
O  -0.3165  -0.2425  -2.3900  -0.145
C  -2.2794  -0.5432  2.3827  -0.768
N  -2.5039  5.3453  -2.3509  0.085
C  2.5279  2.2471  2.3398  -0.050
C  -1.1948  -4.2048  -1.6971  -0.010
H  3.5022  1.8190  2.5463  0.105
H  0.6937  -2.6667  1.2211  0.056
C  1.8147  1.7969  1.2293  -0.139
C  0.1913  -3.1454  0.3916  -0.149
N  1.7015  5.0400  -1.0104  0.111
H  1.7811  -1.8173  -1.4598  0.104
C  3.7465  -0.9693  -1.3167  -0.064
H  -1.7602  -4.5875  -2.5354  0.113
C  -0.8337  2.6274  -0.8636  -0.037
S  -2.7193  -0.1863  -0.3001  0.552
C  0.7529  3.7333  2.9331  -0.085
H  -3.2211  -1.6472  4.0053  0.063

---

Record 2
A cluster of 2 separate species, C4H10O2 in total in a non-equilibrium geometry, computed with the ωB97M-V functional and the def2-TZVPD basis.

Computed properties:
E_tot (a.u.): -308.85402
Energy relative to the best compared isomer or geometry (same formula, charge and spin) (kcal/mol): 27.7
Frontier orbital gap (eV): 11.002
Structure (SMILES): CCCC=O.O
HOMO energy (Eh): -0.3737

Last column: Löwdin charge in e.
Geometry (Å):
H  1.4160  -1.9386  -1.4107  0.074
C  1.7583  -1.5719  -0.4415  -0.105
H  1.5016  1.1837  -0.8150  0.123
H  2.0490  -2.2099  0.3833  0.072
C  -0.3393  1.6999  -0.3425  -0.232
H  -3.3629  -0.4212  2.0163  0.020
C  0.6774  -0.6161  0.0929  -0.268
H  -0.2744  -1.1294  0.2572  0.115
H  0.3543  0.3294  -1.8441  0.134
H  -2.7242  0.7877  1.5147  -0.020
H  2.5877  -0.9378  -0.7863  0.070
O  -3.5864  0.3847  1.5637  -0.050
O  -1.0286  1.5482  0.6489  0.027
C  0.5711  0.6029  -0.7904  -0.209
H  -0.6346  2.4674  -1.0906  0.131
H  1.0352  -0.1788  1.0441  0.118

---

Record 3
A cluster of 2 separate species, C6H11Br in total in a non-equilibrium geometry, computed with the ωB97M-V functional and the def2-TZVPD basis.

Computed properties:
E_tot (a.u.): -2809.01133
Energy relative to the best compared isomer or geometry (same formula, charge and spin) (kcal/mol): 119.2
Frontier orbital gap (spin up / spin down) (eV): 8.548 / 8.436
HOMO energy (spin up / spin down) (Eh): -0.3090 / -0.3243

Last column: Löwdin charge in e.
Geometry (Å):
H  -0.8604  -1.3559  -1.3898  0.076
H  2.1173  -0.3293  0.1610  0.068
C  0.0773  -0.8077  0.3194  -0.594
C  0.2004  -1.0518  -1.1759  -0.059
H  1.7016  -0.6847  1.8383  0.079
H  1.2377  0.8431  1.0988  0.050
Br  -2.8360  0.4386  0.1868  0.683
C  1.3712  -0.1859  0.9315  -0.021
H  -0.1674  3.3898  0.0852  0.003
H  0.9207  -1.9946  -1.3812  0.137
H  -0.6295  -1.9699  2.0718  0.095
C  -1.2153  -0.2620  0.8409  -0.581
H  0.3001  1.9562  -0.8967  -0.066
H  -0.6277  3.3605  -1.6382  -0.046
C  -0.0986  2.9172  -0.8917  0.116
H  0.5413  -0.0589  -1.5922  0.082
H  -1.1934  -2.4844  0.3772  0.102
C  -0.8395  -1.7204  1.0550  -0.123

---

Record 4
A structure of composition C18H27BrNO4P2Pd in a non-equilibrium geometry, computed with the ωB97M-V functional and the def2-TZVPD basis.

Computed properties:
Multiplicity: 3
E_tot (a.u.): -4442.15339
Energy relative to the best compared isomer or geometry (same formula, charge and spin) (kcal/mol): 4.7
Frontier orbital gap (spin up / spin down) (eV): 6.814 / 5.144
Net charge: +1
HOMO energy (spin up / spin down) (Eh): -0.3671 / -0.3866

Last column: Löwdin charge in e.
Geometry (Å):
H  4.1123  -0.6666  0.4072  0.056
C  0.9171  -2.6081  -4.0295  0.020
H  0.2883  3.0353  -0.7117  0.040
C  -0.2974  -2.8491  -4.6649  -0.028
H  1.4157  -2.4026  1.6726  0.043
H  -3.2038  -1.8943  -1.6032  0.119
P  1.9480  -1.2315  -0.3223  0.770
O  -0.2725  3.0837  0.0813  -0.121
H  3.0403  -2.0842  -2.3888  0.096
H  -0.0477  1.4138  7.7650  0.109
H  -4.5509  0.4374  -0.3987  0.073
H  -3.2726  1.5329  -3.0368  0.066
H  3.0553  -2.7849  1.1190  0.052
P  -2.3922  0.3258  -1.2215  0.847
C  -0.1229  1.3212  6.6789  -0.070
C  -0.0500  1.0364  3.8943  -0.171
H  4.6734  2.2019  -4.0454  0.033
C  0.2211  0.7991  2.4119  -0.589
H  -3.4432  -0.2657  0.8099  0.074
C  3.2415  -0.0721  0.1125  -0.218
C  -0.1097  -0.0975  4.7111  -0.037
C  -0.1698  2.3271  4.4642  -0.606
C  -0.1327  2.4685  5.8684  -0.111
H  3.4544  0.5306  -0.7735  0.055
N  -0.2734  -1.5498  -2.1988  -0.007
H  1.8773  -2.9469  -4.4365  0.127
C  -1.4921  -2.4170  -4.0740  0.006
Br  -0.3954  3.8593  3.3873  0.826
H  -2.4954  2.6122  -1.7938  0.067
H  -3.4011  -0.8391  -3.0398  0.107
H  2.8697  0.5573  0.9289  0.032
H  0.1745  2.4443  0.6921  -0.024
C  -2.6924  -1.1605  -2.2569  -0.214
Pd  -0.2455  -0.5890  -0.2764  0.580
C  2.0978  -1.7115  -2.0023  -0.157
C  -0.1481  0.0444  6.0934  -0.077
H  -0.3030  -3.4091  -5.6066  0.127
C  -1.4163  -1.7245  -2.8567  -0.310
H  -0.1392  -1.0706  4.2222  0.113
C  0.9378  -1.9410  -2.7486  -0.310
H  -0.1550  -0.8559  6.6933  0.102
O  3.9089  2.7739  -4.1826  -0.064
H  -3.4184  1.4801  0.5097  0.083
H  -0.1243  3.4577  6.3279  0.103
C  -2.4117  1.6884  -2.3715  -0.198
C  2.0310  -2.6155  0.8028  -0.226
O  -0.5398  -0.0924  1.8388  -0.170
H  -2.4589  -2.6018  -4.5356  0.126
O  1.1341  1.4553  1.8559  -0.066
C  -3.5620  0.5039  0.0499  -0.198
H  -1.4817  1.7216  -2.9532  0.075
H  1.6612  -3.5126  0.3134  0.054
H  -1.0454  0.6987  -0.6862  -0.039
H  3.2047  2.1833  -4.4961  0.030